No. 1
ORCA calculation (ωB97M-V with the def2-TZVPD basis set) on an isolated ion of composition C3H6NOS and charge +1 at a distorted geometry.

```
12
Properties=species:S:1:pos:R:3:nbo_charge:R:1
C 1.25107 -0.31814 0.15516 -0.17
C -0.62986 0.47342 -1.28139 -0.39
C -0.95590 -0.79911 1.00748 -0.36
N 0.40518 -1.24791 0.41567 0.12
O 0.29611 -2.31409 -0.20967 -0.39
S -1.73605 -0.68999 -0.71317 0.66
H 2.08282 -0.55939 -0.51522 0.26
H 1.32710 0.55409 0.62592 0.20
H 0.03543 1.26198 -0.62328 0.28
H -0.67593 0.64186 -2.29763 0.24
H -1.49041 -1.64639 1.59024 0.31
H -0.81302 0.22634 1.34571 0.24
```

Computed properties:
LUMO (alpha / beta) in eV: -6.862 / -6.862
ΔE to the lowest compared entry with this formula, charge and spin in kJ/mol: 517.5
Charge: +1
HOMO energy (alpha / beta) in eV: -14.456 / -14.463
Total energy in a.u.: -645.6142

No. 2
ORCA calculation (ωB97M-V with the def2-TZVPD basis set) on a 2-piece molecular cluster, C22H30BClN overall at a distorted geometry.

```
55
Properties=species:S:1:pos:R:3:nbo_charge:R:1
Cl -3.45049 -3.92338 4.56432 0.10
C -3.07852 -3.34926 2.99502 0.03
C -2.39419 -4.17420 2.09037 -0.23
C -2.06886 -3.69352 0.82427 -0.11
C -2.43207 -2.38045 0.41451 -0.12
C -2.12130 -1.90331 -0.91545 0.35
C -2.84668 -0.74412 -1.53698 -0.51
C -2.67878 -0.93399 -3.09057 -0.47
C -1.87900 -2.20027 -3.19899 0.07
C -1.58330 -2.72199 -1.94854 -0.30
C -3.19435 -1.60064 1.33238 -0.11
C -3.48362 -2.06302 2.61222 -0.25
H -2.13018 -5.18344 2.39138 0.25
H -1.53154 -4.33316 0.12411 0.23
H -3.91563 -0.73199 -1.27590 0.26
H -2.41628 0.20746 -1.19573 0.27
H -3.66477 -1.00338 -3.57555 0.26
H -2.15883 -0.06816 -3.53063 0.26
H -1.59879 -2.62737 -4.15846 0.24
H -1.05018 -3.64888 -1.74845 0.25
H -3.55819 -0.61391 1.03264 0.23
H -4.03274 -1.44062 3.31271 0.25
C 1.53277 1.91863 -2.51599 -0.64
C 0.62308 1.95903 -1.29828 -0.19
N 1.20281 1.17464 -0.12541 -0.43
C 2.58314 1.70734 0.14172 0.14
C 2.68911 3.07371 0.41012 -0.25
C 3.94933 3.63421 0.67934 -0.19
C 5.08317 2.80884 0.67201 -0.20
C 4.95578 1.44399 0.40892 -0.20
C 3.69630 0.88934 0.14052 -0.18
C 0.36555 1.49860 1.11959 -0.02
C 1.02968 0.92913 2.36829 -0.64
C -1.04378 0.97943 0.97600 -0.63
B 1.11363 -0.42318 -0.48552 -0.17
H -0.10147 -0.77216 -0.80916 -0.08
H 0.96698 2.25922 -3.39336 0.22
H 2.37641 2.60351 -2.39249 0.23
H 1.91508 0.91655 -2.73246 0.24
H 0.48414 2.99565 -0.95608 0.20
H -0.35981 1.53540 -1.52146 0.20
H 1.79061 3.70189 0.42324 0.22
H 4.02600 4.70394 0.89297 0.23
H 6.06820 3.23864 0.87692 0.23
H 5.82901 0.78827 0.41147 0.23
H 3.59564 -0.17835 -0.06275 0.25
H 0.33445 2.59588 1.19070 0.21
H 0.37150 1.11952 3.22640 0.22
H 1.17714 -0.15313 2.30122 0.24
H 1.99172 1.40314 2.58136 0.23
H -1.61580 1.20538 1.88161 0.23
H -1.58045 1.42100 0.12982 0.20
H -1.06134 -0.10935 0.86486 0.23
H 1.85121 -0.66527 -1.41677 -0.03
H 1.42853 -1.07183 0.49396 -0.03
```

Computed properties:
LUMO in eV: -5.318
ΔE to the lowest compared entry with this formula, charge and spin in kJ/mol: 0.0
Charge: +1
HOMO energy in eV: -11.760
Total energy in a.u.: -1395.8141

No. 3
ORCA calculation (ωB97M-V with the def2-TZVPD basis set) on C31H29BCoN7O6 as an isolated structure.

```
75
Properties=species:S:1:pos:R:3:mulliken_charge:R:1
Co -1.13444 -0.85748 0.30912 -0.68
O -5.16510 -0.35460 1.57984 -0.48
C -3.95605 -0.53888 1.06316 0.00
O -2.94893 -0.61913 1.74936 -0.45
C -3.90088 -0.64432 -0.40847 0.06
C -4.98115 -0.67737 -1.23521 -0.67
C -4.76361 -0.86060 -2.63130 -1.14
C -3.47799 -1.00650 -3.09074 -1.22
C -2.39257 -0.95716 -2.20610 1.46
N -2.62311 -0.75650 -0.85781 1.50
C -0.99644 -1.06302 -2.50700 -0.31
O -0.54940 -1.24378 -3.76224 -0.50
O -0.13446 -0.98496 -1.60982 -0.35
H -5.07260 -0.31798 2.54611 0.39
H -5.97497 -0.57235 -0.82462 0.64
H -5.59770 -0.90011 -3.31602 0.46
H -3.31968 -1.16338 -4.15226 0.38
H -1.28465 -1.30856 -4.38537 0.28
C -1.60313 3.16601 1.95269 -0.93
C -1.79701 2.18149 1.05645 -0.90
N -0.73657 1.27975 0.72044 0.42
C 0.32019 1.28627 1.68804 -0.33
C 0.46861 2.38570 2.51340 -0.56
N -0.42258 3.36069 2.62581 -0.60
C 1.05199 0.04564 1.85745 0.70
C 2.25502 -0.10555 2.54625 -1.19
C 2.75951 -1.37145 2.79102 1.08
C 2.03514 -2.47340 2.30808 -0.92
C 0.88457 -2.25809 1.59023 0.69
N 0.41431 -1.02360 1.37536 0.93
C 0.00561 -3.30699 1.00878 -0.41
C 0.26675 -4.66495 1.02280 -0.11
N -0.57795 -5.55141 0.50155 -0.58
C -1.68660 -5.07482 -0.04663 -0.58
C -1.95479 -3.71196 -0.09976 -0.28
N -1.11061 -2.83790 0.42795 0.44
C 4.02400 -1.56214 3.55266 0.87
C 4.49765 -0.58738 4.42244 -0.57
C 5.67911 -0.81176 5.11203 -0.42
N 6.40314 -1.92289 4.99336 -0.59
C 5.94583 -2.85431 4.15964 -0.42
C 4.77635 -2.72281 3.42691 -0.57
H -2.40298 3.86041 2.17121 0.46
H -2.69608 2.08215 0.46604 0.47
H 1.33985 2.45381 3.15599 0.42
H 2.79674 0.77538 2.85578 0.67
H 2.35601 -3.48333 2.51451 0.51
H 1.17976 -5.05195 1.45751 0.43
H -2.38343 -5.78988 -0.46527 0.41
H -2.84447 -3.32102 -0.57508 0.43
H 3.95423 0.33008 4.60246 0.43
H 6.05822 -0.06197 5.79657 0.38
H 6.54531 -3.75260 4.06768 0.37
H 4.49442 -3.51671 2.74799 0.38
C -1.05287 4.12136 -2.48482 -1.95
C -0.45653 2.73505 -2.66020 1.40
C -0.75277 2.20754 -4.04764 -1.73
O -1.13624 1.87058 -1.69025 -0.19
B -0.27941 1.74014 -0.64914 1.82
O 0.97526 2.20360 -0.83375 -0.68
C 1.05832 2.63635 -2.23091 1.53
C 1.83800 1.56520 -2.97158 -1.69
C 1.80079 3.95566 -2.25051 -1.92
H -2.12425 4.06821 -2.68039 0.48
H -0.61100 4.83529 -3.17939 0.40
H -0.91012 4.49117 -1.46781 0.29
H -1.82877 2.24912 -4.22344 0.42
H -0.41181 1.18322 -4.17539 0.31
H -0.26281 2.83177 -4.79762 0.39
H 1.35054 0.59205 -2.89275 0.14
H 2.83054 1.48429 -2.52766 0.47
H 1.95393 1.82194 -4.02492 0.37
H 1.34708 4.68459 -1.58172 0.35
H 1.81947 4.36707 -3.26133 0.37
H 2.83031 3.79395 -1.93173 0.44
```

Computed properties:
LUMO (alpha / beta) in eV: -3.616 / -4.221
ΔE to the lowest compared entry with this formula, charge and spin in kJ/mol: 25.9
Charge: +1
2S+1: 4
HOMO energy (alpha / beta) in eV: -8.669 / -12.000
Total energy in a.u.: -3441.0527

No. 4
ORCA calculation (ωB97M-V with the def2-TZVPD basis set) on C6H6N as an isolated structure at a distorted geometry.

```
13
Properties=species:S:1:pos:R:3:nbo_charge:R:1
C 2.75928 -0.33123 0.08471 -0.15
C 1.52025 -0.34448 0.82638 -0.09
C 0.90371 0.94054 0.07737 -0.29
C 0.02593 -0.08728 -0.65071 -0.17
C 2.09275 0.60481 -0.59374 0.17
C 1.06309 -1.28887 -0.37960 0.00
N -1.24842 -0.35289 0.05642 -0.72
H 3.66009 -0.88073 0.20041 0.30
H 0.48004 1.88616 0.41206 0.28
H -0.18309 0.27903 -1.64332 0.24
H -1.02791 -0.07618 1.09878 0.46
H -1.64594 -1.34313 -0.03594 0.48
H -1.99536 0.42353 -0.15010 0.47
```

Computed properties:
LUMO (alpha / beta) in eV: -4.900 / -4.899
ΔE to the lowest compared entry with this formula, charge and spin in kJ/mol: 743.7
Charge: +1
HOMO energy (alpha / beta) in eV: -13.783 / -13.783
Total energy in a.u.: -286.3520